(1)
{
  "formula": "C11H21N3O4PS2",
  "method": "the ωB97M-V functional and the def2-TZVPD basis",
  "charge": 1,
  "lumo_ev": -2.88,
  "multiplicity": 1,
  "homo_lumo_gap_ha": 0.3359,
  "symbols": ["H", "H", "H", "S", "C", "O", "H", "H", "H", "C", "P", "H", "H", "C", "O", "O", "H", "H", "H", "C", "H", "N", "C", "O", "C", "C", "C", "C", "N", "N", "H", "H", "H", "H", "H", "S", "C", "H", "H", "H", "C", "H"],
  "xyz": [[4.524, 1.918, -0.714], [-2.840, -3.522, 1.571], [-1.341, -2.829, 1.075], [-0.539, 0.094, 1.705], [-2.386, -2.595, 1.237], [4.549, -0.157, -0.930], [-3.941, -2.664, -0.249], [-2.461, -1.866, 2.031], [-4.613, 1.181, 2.918], [-3.992, 0.448, 2.417], [-3.505, -0.391, -0.339], [-0.645, 2.840, -2.301], [3.541, -2.618, -0.928], [-2.539, 1.153, -3.703], [-2.969, 1.592, -2.543], [3.897, -0.928, 1.317], [2.353, -1.570, -1.769], [0.777, 0.357, 1.761], [0.768, 2.271, -0.188], [-2.015, 1.484, -1.577], [-2.362, -2.440, -0.914], [-0.895, 2.184, -1.577], [-0.902, 0.920, 0.225], [2.409, 0.570, 0.025], [5.249, 1.104, -0.770], [-0.177, 1.843, -0.444], [6.185, 1.108, 0.421], [-3.009, -2.124, -0.104], [-2.085, 0.686, -0.511], [-2.205, 0.785, -4.729], [5.640, 1.036, 1.360], [6.870, 0.262, 0.373], [-5.424, -0.467, 1.062], [6.762, 2.032, 0.435], [-3.978, -0.474, 2.982], [3.373, -0.502, 0.061], [-4.578, 0.210, 1.004], [-4.990, 1.151, 0.653], [-3.006, 0.894, 2.351], [5.813, 1.232, -1.690], [2.740, -1.894, -0.806], [1.944, -2.316, -0.195]],
  "atomic_forces_ev_per_a": [[-0.122, -0.118, 0.023], [-0.224, -0.091, 0.057], [0.241, 0.137, 0.155], [-0.168, -0.318, 0.473], [0.028, -0.298, -0.490], [-0.164, -0.050, -0.028], [-0.373, 0.217, -0.223], [-0.079, 0.042, 0.130], [-0.177, -0.049, 0.304], [-0.437, 0.161, -0.730], [-1.860, -0.569, -2.145], [0.129, 0.068, 0.025], [0.025, 0.010, 0.016], [-0.624, 0.291, 0.646], [0.409, -0.032, 0.346], [-0.228, 0.131, 0.228], [0.040, 0.011, -0.012], [0.007, 0.190, -0.392], [0.235, 0.087, -0.112], [-0.096, 0.078, -0.116], [-0.016, 0.209, -0.393], [-0.366, -0.203, 0.076], [0.215, 0.217, -0.202], [-0.105, 0.091, 0.200], [0.389, 0.523, 0.154], [-0.068, 0.071, 0.091], [-0.158, -0.200, 0.154], [0.874, -0.034, 1.617], [0.517, 0.043, 0.804], [0.406, -0.343, -0.966], [-0.008, 0.032, -0.003], [0.051, 0.040, -0.048], [-0.062, -0.344, -0.273], [0.006, 0.007, -0.095], [0.201, -0.065, 0.258], [0.475, -0.315, -0.455], [1.119, 0.522, 1.217], [-0.021, 0.119, -0.337], [0.184, -0.095, 0.156], [-0.109, -0.200, -0.098], [-0.105, -0.004, -0.058], [0.019, 0.030, 0.045]],
  "nbo_charge": [0.19, 0.23, 0.22, 0.09, -0.62, -0.72, 0.27, 0.21, 0.23, -0.61, 0.95, 0.46, 0.27, 0.49, -0.41, -0.92, 0.25, 0.20, 0.28, 0.70, 0.26, -0.47, -0.02, -1.00, -0.07, -0.06, -0.64, -0.73, -0.57, -0.29, 0.23, 0.23, 0.27, 0.23, 0.22, 2.40, -0.73, 0.25, 0.20, 0.21, -0.89, 0.25]
}



(2)
{
  "formula": "C5H15NO",
  "method": "the ωB97M-V functional and the def2-TZVPD basis",
  "charge": 0,
  "lumo_ev": 0.98,
  "multiplicity": 1,
  "homo_lumo_gap_ha": 0.3581,
  "symbols": ["H", "H", "H", "H", "H", "C", "H", "H", "O", "H", "H", "C", "H", "H", "H", "H", "C", "H", "C", "H", "N", "C"],
  "xyz": [[0.667, -1.215, 0.609], [-2.621, 0.614, 1.312], [0.875, 0.027, -3.271], [0.495, -1.033, 2.360], [-1.288, -0.116, -0.785], [0.006, -0.871, 1.403], [-0.891, -1.478, 1.290], [-0.516, 0.876, -2.857], [2.442, -3.123, 0.098], [1.465, 1.048, -0.831], [1.578, -3.553, 0.197], [-0.337, 0.594, 1.066], [-1.669, 0.711, 2.775], [-1.066, 1.572, -0.751], [1.061, 1.757, -2.929], [2.215, -2.247, -0.239], [0.549, 0.851, -2.619], [-1.750, 2.091, 1.611], [-1.693, 1.005, 1.730], [0.356, 1.333, 1.455], [0.694, 0.522, -1.184], [-0.572, 0.633, -0.442]],
  "atomic_forces_ev_per_a": [[0.230, -0.107, 0.231], [0.281, -0.417, -0.366], [0.428, 0.146, 0.258], [-0.158, 0.006, 0.150], [0.296, -0.502, 0.272], [0.405, 0.491, -0.619], [-0.138, -0.008, 0.351], [-0.025, 0.602, 0.017], [-0.447, -0.060, -0.052], [0.011, 0.402, 0.762], [0.386, 0.109, -0.005], [-2.607, -1.298, 0.013], [-0.085, 0.285, 0.250], [0.021, 0.155, 0.381], [-0.109, 0.234, 0.062], [0.119, -0.060, -0.020], [-0.476, -1.345, 0.077], [-0.245, 0.004, 0.428], [0.820, 0.409, -0.061], [0.590, -0.116, -0.410], [-0.482, -0.695, -1.362], [1.182, 1.766, -0.359]],
  "nbo_charge": [0.20, 0.20, 0.19, 0.22, 0.19, -0.61, 0.20, 0.19, -0.94, 0.36, 0.47, -0.23, 0.21, 0.16, 0.19, 0.47, -0.42, 0.20, -0.60, 0.20, -0.66, -0.21]
}



(3)
{
  "formula": "C34H38BBrMnN4O2SSi",
  "method": "the ωB97M-V functional and the def2-TZVPD basis",
  "s2": 0.7893,
  "charge": 0,
  "lumo_ev": [-0.18, -0.16],
  "multiplicity": 2,
  "homo_lumo_gap_ha": [0.2735, 0.2741],
  "symbols": ["C", "H", "Br", "C", "C", "H", "C", "C", "C", "C", "H", "H", "H", "Si", "O", "C", "C", "C", "H", "C", "H", "N", "H", "H", "C", "C", "H", "H", "C", "H", "H", "H", "C", "H", "C", "H", "C", "N", "C", "C", "C", "H", "H", "H", "C", "C", "C", "H", "C", "H", "H", "C", "N", "Mn", "H", "C", "H", "O", "H", "H", "C", "H", "H", "C", "H", "S", "H", "C", "H", "H", "H", "H", "C", "C", "H", "H", "B", "C", "C", "C", "N", "H", "H"],
  "xyz": [[-0.376, -5.718, -5.264], [-2.948, 1.910, 1.078], [-2.663, -0.898, 1.630], [-2.768, -6.225, -4.846], [-3.343, 2.813, -1.958], [-1.483, 5.405, -0.594], [0.377, -4.058, 3.183], [2.830, -1.836, 1.546], [-0.959, -4.203, 3.378], [-1.376, -2.199, 2.107], [3.207, 4.461, 3.392], [0.245, 0.299, 3.769], [-0.967, 1.041, 2.733], [-1.834, 2.952, -0.858], [-1.460, -1.072, -1.176], [0.905, 2.077, 2.802], [-0.247, 1.265, -2.323], [1.964, -0.973, 0.873], [-1.127, 2.618, -3.771], [-2.783, -2.594, -2.609], [-0.995, -7.945, -3.782], [0.665, 0.262, -2.138], [1.081, -4.758, 3.616], [3.491, -0.647, -3.061], [0.236, 1.226, -4.657], [-1.844, -3.242, 2.851], [-3.076, -5.467, -5.568], [-1.800, -7.122, -2.438], [2.549, -1.157, -2.851], [-1.686, 3.019, 1.639], [2.550, -1.487, -1.818], [-0.090, -6.830, -2.758], [-2.466, 2.869, 0.891], [-2.903, -3.311, 3.056], [1.414, -0.223, -3.151], [-3.570, -6.354, -4.117], [-0.167, 1.256, 3.438], [-0.719, 1.648, -1.146], [-0.491, -2.936, -1.987], [2.290, -2.852, 2.279], [1.178, 0.210, -4.435], [-0.572, 1.768, 4.309], [-1.351, -5.023, 3.964], [2.495, -2.040, -3.488], [-0.397, -4.110, -2.689], [-1.446, -5.860, -4.173], [0.891, -2.983, 2.413], [-3.580, -4.122, -3.857], [2.179, 2.635, 0.943], [-3.696, -2.015, -2.580], [-2.652, -7.167, -5.384], [2.610, 3.722, 2.870], [2.903, 3.537, 1.585], [0.712, 0.672, -0.144], [0.606, -5.509, -4.838], [-0.977, 4.594, -1.122], [-3.879, 1.889, -1.731], [0.469, -2.319, -1.228], [2.445, -0.254, 0.179], [2.926, -3.576, 2.773], [-0.460, 1.783, -3.619], [-3.214, 3.653, 1.030], [0.086, 1.602, -5.661], [0.584, -1.019, 0.977], [-0.932, 4.861, -2.180], [2.303, 2.324, -0.757], [0.531, -4.666, -2.695], [-1.656, -2.187, -1.945], [1.762, -0.196, -5.248], [-0.626, -4.904, -5.947], [-4.015, 3.648, -1.744], [1.381, 3.225, 4.564], [0.011, -2.041, 1.796], [-2.698, -3.791, -3.328], [-0.300, -6.641, -5.843], [3.902, -1.727, 1.441], [-0.122, -1.117, -0.767], [1.610, 3.036, 3.526], [-1.058, -7.006, -3.229], [-1.535, -4.555, -3.382], [1.193, 1.884, 1.520], [0.053, 4.536, -0.761], [-3.135, 2.822, -3.027]],
  "atomic_forces_ev_per_a": [[-0.001, -0.005, 0.001], [-0.006, -0.026, 0.059], [0.001, 0.106, -0.092], [0.005, -0.002, 0.001], [-0.058, -0.038, 0.014], [-0.031, 0.008, -0.005], [0.066, 0.028, -0.027], [0.077, 0.022, 0.025], [-0.059, 0.024, -0.007], [0.032, 0.054, -0.060], [-0.005, 0.020, -0.005], [0.020, -0.018, -0.018], [0.009, 0.013, -0.005], [0.066, 0.084, -0.029], [-0.218, -0.177, 0.211], [0.040, 0.095, 0.151], [-0.063, 0.046, 0.028], [-0.246, -0.040, 0.201], [-0.030, -0.016, 0.013], [0.007, -0.006, -0.016], [0.003, -0.009, -0.005], [0.194, -0.161, -0.043], [0.000, -0.009, 0.005], [-0.002, 0.008, -0.004], [0.044, -0.037, -0.009], [0.027, -0.066, 0.004], [-0.005, 0.009, -0.006], [-0.010, -0.002, 0.008], [0.025, 0.005, 0.001], [0.052, -0.003, 0.008], [0.012, 0.014, -0.006], [0.011, 0.001, 0.009], [0.020, -0.020, 0.051], [-0.008, 0.003, 0.008], [0.007, 0.046, -0.004], [-0.006, -0.004, 0.008], [-0.005, -0.072, 0.001], [-0.193, 0.008, 0.405], [0.096, 0.016, 0.028], [-0.003, 0.018, -0.010], [-0.029, 0.037, -0.019], [-0.021, -0.012, -0.005], [0.000, -0.011, -0.005], [-0.002, -0.008, 0.006], [-0.049, 0.001, -0.011], [0.006, -0.001, 0.006], [-0.033, -0.006, 0.027], [-0.005, -0.003, -0.005], [-0.496, 0.026, -0.108], [-0.007, 0.008, 0.002], [0.001, -0.004, -0.007], [0.089, 0.044, -0.097], [0.174, 0.089, 0.077], [0.506, 1.261, -0.460], [0.007, 0.004, 0.004], [0.053, -0.004, -0.080], [-0.012, -0.020, -0.014], [0.000, -0.129, 0.050], [0.041, 0.031, 0.093], [0.002, -0.013, -0.003], [-0.005, -0.102, -0.037], [0.001, 0.009, 0.014], [0.002, -0.012, -0.009], [0.136, -0.716, -0.733], [0.019, 0.003, -0.005], [0.157, -0.269, 0.418], [0.010, -0.007, 0.001], [-0.027, 0.046, -0.018], [0.003, 0.006, 0.000], [-0.003, 0.007, -0.006], [-0.024, 0.007, -0.006], [0.008, -0.006, 0.010], [-0.015, 0.215, 0.376], [-0.006, -0.013, 0.002], [0.003, -0.012, -0.006], [-0.002, 0.009, 0.006], [-0.276, -0.308, -0.131], [-0.112, -0.142, 0.033], [-0.008, 0.001, -0.009], [0.018, 0.029, -0.003], [0.018, 0.012, -0.273], [0.003, 0.021, 0.037], [0.011, 0.012, 0.001]],
  "lowdin_charge": [-0.05, -0.02, 0.91, -0.07, -0.16, 0.03, -0.03, -0.03, -0.07, -0.56, 0.11, 0.09, 0.02, 0.41, 0.10, -0.30, -0.43, -0.11, 0.09, 0.03, 0.08, 0.04, 0.11, 0.09, -0.05, -0.13, 0.09, 0.09, 0.00, 0.02, 0.06, 0.08, -0.16, 0.10, -0.28, 0.09, -0.02, -0.07, -0.16, -0.02, -0.04, 0.09, 0.11, 0.09, 0.06, -0.56, -0.14, 0.10, -0.77, 0.12, 0.08, -0.12, 0.07, 0.42, 0.08, -0.16, 0.03, 0.15, 0.09, 0.12, 0.00, 0.04, 0.11, -0.12, 0.03, 0.76, 0.12, -0.18, 0.11, 0.09, 0.03, 0.11, -0.15, -0.02, 0.08, 0.12, -0.68, -0.02, -0.05, -0.17, 0.03, 0.01, 0.01]
}